Below is 5 unconnected molecules or ions with the total composition C19H38BNO8 in a non-equilibrium geometry, with properties calculated with ωB97M-V with the def2-TZVPD basis set.

Properties
Kohn-Sham gap: 9.384 eV
energy above the lowest of the compared OMol25 structures with the same formula, charge and spin: 0.243 eV
SMILES: NB(O)[C@H]1COC(=O)O1.C1CCOC1.C1CCOC1.C1CCOC1.C1CCOC1

Geometry as XYZ:
```
67
Properties=species:S:1:pos:R:3:forces:R:3
N 6.8694 0.5882 0.3532 -0.557 0.422 -0.274
B 5.5854 0.6836 -0.3444 0.622 -0.051 0.240
O 5.4667 1.1270 -1.6377 -0.860 0.450 0.532
C 4.2540 0.1868 0.3599 -0.063 -1.148 -0.453
C 2.9885 0.9695 0.0215 -0.440 0.430 -0.007
O 2.1572 0.0278 -0.6679 -0.114 0.145 -0.590
C 2.9915 -0.8834 -1.2076 0.300 -0.943 -0.466
O 2.8871 -1.4426 -2.2670 -0.298 0.491 1.331
O 3.9943 -1.1033 -0.3099 0.246 0.245 -0.775
H 7.5286 1.2731 0.0114 0.318 -0.041 -0.164
H 7.2657 -0.3207 0.1485 0.150 -0.263 0.425
H 5.9737 1.9139 -1.8245 0.564 0.018 -0.456
H 4.3679 -0.0819 1.3965 -0.021 0.263 0.452
H 2.4499 1.3922 0.8551 -0.158 -0.217 0.454
H 3.1520 1.7831 -0.6731 0.338 0.194 -0.171
C 1.4507 -5.5602 -0.6093 -0.078 0.021 0.063
C 1.8973 -4.1076 -0.4652 0.082 -0.021 -0.009
C 2.0831 -3.9912 1.0412 -0.095 -0.040 0.024
O 2.4846 -5.2855 1.4987 -0.015 0.011 -0.006
C 2.2926 -6.2463 0.4585 0.079 0.040 -0.029
H 1.6134 -5.9724 -1.6036 0.024 0.010 -0.013
H 0.3886 -5.6534 -0.3707 0.001 -0.013 0.003
H 2.8491 -3.9533 -0.9759 -0.016 0.029 -0.014
H 1.1826 -3.3866 -0.8588 -0.003 -0.002 -0.019
H 1.1437 -3.7211 1.5381 -0.001 0.035 -0.020
H 2.8446 -3.2614 1.3187 0.035 -0.021 0.021
H 3.2728 -6.5359 0.0639 -0.022 -0.027 -0.033
H 1.8134 -7.1322 0.8767 0.009 0.004 0.047
C -2.2242 1.0097 -1.4241 -0.092 0.042 0.124
C -2.2779 2.0606 -2.5275 0.049 -0.033 -0.161
C -1.4905 3.2030 -1.9015 -0.055 0.003 0.118
O -0.5169 2.5998 -1.0433 -0.004 -0.015 0.009
C -0.8197 1.2105 -0.8724 -0.040 0.039 -0.118
H -2.3945 -0.0075 -1.7753 0.021 -0.006 -0.022
H -2.9712 1.2380 -0.6597 -0.002 0.002 -0.008
H -1.7655 1.6946 -3.4209 0.021 -0.001 0.019
H -3.2907 2.3493 -2.8036 -0.024 0.019 0.068
H -2.1403 3.8444 -1.2965 -0.034 0.006 -0.043
H -0.9802 3.8238 -2.6388 0.050 -0.002 0.020
H -0.0866 0.6240 -1.4256 0.006 -0.080 -0.009
H -0.7372 0.9566 0.1865 0.025 0.029 0.013
C 0.5116 0.1292 4.0231 0.076 -0.034 -0.039
C 1.4448 0.2595 5.2246 -0.047 0.036 0.032
C 2.5080 1.2074 4.6857 -0.003 -0.035 -0.073
O 1.8483 2.0587 3.7444 0.017 -0.059 -0.040
C 0.5466 1.5410 3.4540 -0.022 0.020 0.021
H -0.4951 -0.1954 4.2799 -0.011 0.003 0.021
H 0.9252 -0.5806 3.3025 -0.009 0.001 -0.010
H 0.9167 0.7202 6.0622 0.008 0.007 0.002
H 1.8596 -0.6880 5.5636 0.007 -0.018 -0.016
H 3.3019 0.6582 4.1668 0.010 -0.025 0.043
H 2.9650 1.8223 5.4612 0.006 0.040 -0.019
H -0.2027 2.1817 3.9302 -0.020 -0.018 -0.013
H 0.3860 1.5678 2.3750 0.013 0.056 -0.008
C -7.3343 0.9168 -2.1331 -0.054 0.054 0.041
C -7.3762 1.9677 -3.2398 0.056 -0.045 -0.046
C -6.5937 3.1108 -2.6079 -0.027 0.019 0.080
O -5.6294 2.5076 -1.7406 -0.050 -0.043 -0.005
C -5.9349 1.1204 -1.5702 0.079 0.003 -0.094
H -7.5017 -0.0995 -2.4855 0.011 -0.008 -0.020
H -8.0843 1.1423 -1.3722 0.002 -0.003 0.005
H -6.8569 1.5993 -4.1272 0.001 0.005 -0.001
H -8.3836 2.2587 -3.5317 -0.017 0.005 0.015
H -7.2456 3.7569 -2.0106 -0.022 0.008 -0.035
H -6.0741 3.7283 -3.3414 0.039 0.009 0.019
H -5.1950 0.5310 -2.1237 -0.023 -0.047 0.021
H -5.8593 0.8648 -0.5130 0.034 0.044 0.021
```
Positions in Å, forces in eV/Å.

Atomic partial charges in e from the natural (NBO) method, atoms 1 to 4: -1.125, 1.086, -0.895, -0.271

Below is a molecular structure, C19H38BiP in a non-equilibrium geometry, with properties calculated with ωB97M-V with the def2-TZVPD basis set.

Properties
Kohn-Sham gap (spin up / spin down): 5.315 / 5.308 eV
energy above the lowest of the compared OMol25 structures with the same formula, charge and spin: 0.000 eV
net charge: +2

Geometry as XYZ:
```
59
Properties=species:S:1:pos:R:3:forces:R:3
C -2.7840 0.8222 -2.0092 -2.804 -0.319 0.134
H -3.7485 0.3615 -1.7575 0.003 0.465 -0.586
H -2.8086 1.8619 -1.6486 0.318 -0.323 0.230
H -0.9017 -0.5806 1.1842 -1.469 0.180 0.423
C -2.4003 0.7316 -3.4891 0.793 -0.672 0.426
H -1.3401 0.9837 -3.6131 0.008 -0.092 0.069
H -2.5230 -0.3018 -3.8484 -0.019 0.318 0.096
C -3.2097 1.7080 -4.3572 -0.264 0.070 0.358
H -2.8734 1.6590 -5.3965 -0.012 -0.116 0.188
H -4.2787 1.4706 -4.3239 0.203 0.111 -0.034
H -3.0636 2.7388 -4.0151 -0.095 -0.152 -0.048
C 2.1692 0.7075 1.3945 0.280 -0.281 0.233
C 2.2409 1.4784 0.2049 0.443 -0.277 -0.423
C 1.1963 2.4394 0.2427 -0.432 0.441 -0.063
C 0.4804 2.2689 1.4589 -0.039 -0.169 0.153
C 1.1109 1.2210 2.1923 -0.322 0.077 -0.008
C 0.6781 0.6792 3.4977 -0.249 -0.048 0.285
C -0.7620 2.9790 1.8445 -0.290 0.114 0.121
C 0.8623 3.4102 -0.8238 0.055 0.025 -0.361
C 3.1931 1.2552 -0.9108 -0.111 -0.007 -0.183
C 3.0194 -0.4616 1.7258 0.021 -0.314 -0.041
Bi -1.3681 -0.1822 -0.5098 4.443 -0.087 -1.129
H -1.3435 2.4175 2.5863 0.190 0.139 -0.181
H -0.5400 3.9595 2.2961 -0.002 -0.184 -0.156
H -1.4105 3.1681 0.9743 0.271 0.027 0.210
H -0.3442 0.9961 3.7436 0.327 -0.164 -0.030
H 0.7252 -0.4207 3.4926 -0.002 0.333 0.082
H 1.3259 1.0278 4.3192 -0.069 -0.087 -0.262
H 3.3216 -1.0065 0.8180 0.038 0.284 0.297
H 3.9318 -0.1502 2.2622 -0.206 -0.085 -0.184
H 2.4900 -1.1733 2.3720 0.141 0.232 -0.045
H 2.8048 1.6672 -1.8485 0.197 -0.036 0.206
H 4.1634 1.7302 -0.7009 -0.173 -0.094 -0.050
H 3.3740 0.1855 -1.0702 0.040 0.213 0.109
H -0.2210 3.4645 -0.9936 0.202 0.014 0.086
H 1.1938 4.4305 -0.5765 -0.044 -0.224 0.082
H 1.3499 3.1337 -1.7664 -0.179 0.147 0.233
C 1.1704 -4.0917 -1.8982 0.138 -0.017 -0.061
C -0.3265 -4.1511 -1.5657 -0.161 0.278 -0.604
P -0.8233 -2.9550 -0.2777 -1.151 -0.530 0.690
C -2.5530 -3.3194 0.2613 -0.268 -0.030 -0.157
C -3.0675 -4.7595 0.2509 -0.191 -0.223 0.084
C 0.2060 -3.4464 1.1741 0.496 0.941 0.019
C 0.1380 -4.8984 1.6552 -0.111 -0.364 0.043
H 1.4660 -3.0993 -2.2673 -0.075 -0.248 0.106
H 1.3971 -4.8210 -2.6855 -0.060 0.203 0.185
H 1.7970 -4.3465 -1.0329 -0.185 0.074 -0.209
H -0.9254 -3.9292 -2.4655 0.172 -0.149 0.272
H -0.6150 -5.1587 -1.2264 0.037 0.384 0.028
H -2.6428 -2.9012 1.2765 0.090 0.031 -0.276
H -3.1989 -2.6961 -0.3794 0.149 -0.237 0.155
H -2.7445 -5.3229 1.1333 -0.015 0.117 -0.290
H -4.1642 -4.7305 0.2765 0.263 -0.082 -0.018
H -2.7739 -5.3126 -0.6475 -0.092 0.116 0.164
H 1.2459 -3.1839 0.9172 -0.263 -0.090 0.077
H -0.0751 -2.7712 1.9967 0.009 -0.118 -0.178
H 0.3816 -5.6336 0.8778 -0.058 0.260 0.105
H 0.8741 -5.0317 2.4594 -0.170 0.074 -0.218
H -0.8406 -5.1606 2.0744 0.251 0.154 -0.153
```
Positions in Å, forces in eV/Å.

Atomic partial charges in e from the natural (NBO) method, atoms 1 to 4: -0.544, 0.228, 0.231, -0.108

Below is 2 unconnected molecules or ions with the total composition C19H38Br2N2O in a non-equilibrium geometry, with properties calculated with ωB97M-V with the def2-TZVPD basis set.

Properties
Kohn-Sham gap: 4.775 eV

Geometry as XYZ:
```
62
Properties=species:S:1:pos:R:3:forces:R:3
C 3.7306 8.1077 0.7172 -0.147 1.023 -0.139
O 3.3124 7.1116 1.7157 1.875 -0.512 -1.611
C 4.3277 6.0683 1.9282 0.970 -0.565 1.928
C 3.7059 4.6069 2.4018 0.721 0.098 -0.072
C 3.0873 3.7201 1.1486 -0.289 0.322 0.829
C 3.0710 4.5056 -0.2902 -0.323 0.560 0.013
N 2.4111 3.7547 -1.4255 1.569 -5.197 1.192
C 2.8173 2.2982 -1.4684 5.030 5.402 -1.377
Br 1.3496 0.9657 -0.9868 0.023 -0.485 -0.142
C 4.1804 1.7838 -1.8508 -4.266 -0.755 1.485
C 4.6107 0.1951 -1.8799 1.191 1.266 0.128
Br 5.6492 3.0903 -2.3964 -1.799 -1.531 0.576
H 4.7869 7.9283 0.2463 -1.949 -0.010 0.976
H 2.9380 8.1423 -0.1739 1.676 -0.011 2.046
H 3.7996 9.1558 1.2826 -0.328 -2.125 -1.380
H 5.0776 5.9180 1.0375 -1.793 0.330 1.471
H 4.9937 6.4402 2.8466 -1.217 -0.733 -1.815
H 4.6331 4.0055 2.8532 -1.854 1.407 -0.984
H 2.9459 4.7054 3.3171 1.560 0.091 -2.173
H 1.9442 3.5297 1.4357 2.524 0.032 -0.860
H 3.7161 2.7076 1.1409 -1.656 2.115 -0.349
H 4.1270 4.8984 -0.6475 -1.679 -0.910 1.021
H 2.4164 5.4898 -0.1222 1.362 -2.089 -0.317
H 5.6490 0.1054 -1.2982 -2.153 0.152 -1.370
H 3.8684 -0.5222 -1.3269 1.151 1.664 -1.324
H 4.7965 -0.0805 -3.0089 -0.434 0.201 2.306
C -4.2284 -5.9659 0.2621 -0.148 -0.058 0.019
C -3.0674 -5.4777 1.1145 -0.024 -0.114 0.073
C -3.2122 -4.0416 1.6329 0.322 -0.123 0.061
C -3.4079 -2.9296 0.6008 0.104 0.087 0.164
N -2.2049 -2.5430 -0.3075 0.250 0.018 -0.400
C -1.9712 -1.0160 -0.2520 -0.138 -0.213 -0.003
C -1.2041 -0.8087 1.0366 -0.334 0.389 0.283
C -0.2547 -1.9849 1.1025 0.706 -0.219 0.446
C -0.8239 -3.0544 0.1817 -0.080 -0.075 -0.251
C -2.4426 -3.0102 -1.7638 0.154 0.462 0.032
C -3.4050 -2.1526 -2.6027 -0.047 -0.051 -0.009
C -4.8759 -2.1839 -2.2254 -0.255 0.140 0.063
H -4.3075 -5.4084 -0.6743 -0.093 -0.041 0.008
H -4.0835 -7.0194 0.0047 -0.082 0.157 0.006
H -5.1786 -5.8757 0.8010 0.098 -0.007 -0.131
H -2.1472 -5.6126 0.5441 0.103 0.035 0.038
H -2.9873 -6.1390 1.9864 0.098 0.171 -0.114
H -2.3763 -3.8010 2.2996 -0.054 0.023 -0.082
H -4.0998 -4.0256 2.2805 0.061 0.197 -0.207
H -3.7142 -2.0209 1.1322 0.260 -0.130 -0.189
H -4.2419 -3.2003 -0.0442 0.267 0.075 -0.172
H -1.3528 -0.7448 -1.1161 -0.119 -0.104 0.126
H -2.9301 -0.4912 -0.2873 0.150 -0.196 -0.141
H -1.8787 -0.8245 1.8998 -0.028 0.056 -0.139
H -0.6752 0.1488 1.0522 -0.136 -0.122 -0.172
H -0.1464 -2.3520 2.1278 -0.036 0.035 -0.157
H 0.7462 -1.6981 0.7584 -0.237 -0.017 0.018
H -0.8997 -4.0289 0.6528 -0.273 0.065 -0.119
H -0.1716 -3.1606 -0.6925 -0.462 0.062 0.026
H -2.7527 -4.0584 -1.7235 -0.039 0.151 0.124
H -1.4697 -2.9721 -2.2684 -0.134 0.010 0.329
H -3.3337 -2.5193 -3.6352 0.260 -0.065 0.238
H -3.0692 -1.1108 -2.6445 0.132 -0.214 0.034
H -5.2373 -3.2114 -2.1208 -0.042 0.084 0.050
H -5.4722 -1.7026 -3.0084 0.122 -0.097 0.148
H -5.0678 -1.6347 -1.2995 -0.092 -0.114 -0.063
```
Positions in Å, forces in eV/Å.

Atomic partial charges in e from the natural (NBO) method, atoms 1 to 4: -0.274, -0.579, -0.078, -0.423

Below is a molecular structure, C19H38BrIO7ScSeSi4Te in a non-equilibrium geometry, with properties calculated with ωB97M-V with the def2-TZVPD basis set.

Properties
Kohn-Sham gap (spin up / spin down): 3.737 / 3.738 eV
energy above the lowest of the compared OMol25 structures with the same formula, charge and spin: 2.850 eV
net charge: -1

Geometry as XYZ:
```
73
Properties=species:S:1:pos:R:3:forces:R:3
Sc -0.8432 -1.9734 0.1525 2.045 0.958 -2.416
C 2.6080 -3.0735 -1.4607 0.155 -0.626 0.789
C 1.6783 -3.8260 -0.4311 1.498 1.012 0.265
C 2.3792 -4.9441 0.3385 0.995 0.181 -0.792
O 1.1612 -2.8568 0.5717 -0.874 -0.492 -1.074
C 0.4653 -4.3241 -1.1991 -1.250 -1.117 0.372
O 0.4380 -5.5445 -1.4230 -0.386 1.381 -0.410
O -0.4695 -3.4459 -1.4501 0.610 -0.381 1.190
H 3.6607 -2.8473 -1.1731 -0.769 -0.432 0.387
H 2.1489 -2.1317 -1.6882 -0.361 0.507 -0.189
H 2.6510 -3.6641 -2.3701 -0.012 -0.166 -0.163
H 3.2483 -4.5286 0.8852 -0.323 -0.038 -0.220
H 2.7946 -5.6417 -0.4282 -0.490 0.273 0.835
H 1.7382 -5.4465 1.0639 -0.128 -0.100 -0.334
H 1.7315 -2.8090 1.3261 0.583 0.196 0.552
O -0.3027 -0.6387 1.7787 -0.740 -1.246 0.897
Se -1.7456 0.1915 1.6919 0.992 2.881 -3.156
O -1.1667 1.7202 1.0491 -2.268 -2.415 1.349
O -2.4174 -0.7496 0.4080 -0.173 0.620 1.600
O -2.7435 0.5319 2.8820 0.071 -0.741 0.354
C -0.1874 2.9451 3.6330 0.218 1.440 0.771
Si 1.1979 2.6727 2.3584 0.344 -0.275 -0.815
C 2.3486 4.2351 2.6123 0.442 -1.564 0.159
C 2.1077 1.0591 2.9376 0.546 2.010 1.102
Si 0.3304 2.2189 0.0825 1.452 0.747 -1.644
Te 0.4726 0.1925 -1.4683 -1.414 -1.726 0.664
Si 2.4983 2.5105 -1.3044 -2.327 1.046 1.432
C 3.8667 1.2929 -0.8665 0.041 0.600 -0.420
C 2.8611 4.2512 -0.5679 1.162 0.023 0.281
C 2.2611 2.6305 -3.2244 -0.309 -0.883 0.973
Si -1.2664 3.7792 -1.0093 1.036 -0.679 -0.697
C -1.6761 5.0848 0.2452 0.108 1.461 0.142
C -0.7352 4.7233 -2.6523 1.556 -0.538 0.733
C -2.9331 2.9959 -1.4147 -0.416 -0.578 0.665
H 0.1230 3.7658 4.3719 -0.186 -1.239 -0.713
H -0.4763 2.0423 4.1950 -0.006 0.341 -0.261
H -1.0619 3.3908 3.1386 0.055 -0.447 0.084
H 2.4660 4.2455 3.7268 0.096 0.441 -0.877
H 1.8356 5.1067 2.2168 -0.049 0.221 0.277
H 3.3393 4.1574 2.0892 -0.958 0.025 0.791
H 1.4101 0.2729 3.1634 -0.345 -0.150 0.333
H 2.6257 1.4683 3.8777 -0.479 -1.043 -1.002
H 2.8377 0.6519 2.2527 0.330 0.137 -0.248
H 4.2760 1.3922 0.1261 0.265 0.408 0.342
H 4.6264 1.4046 -1.6275 0.703 0.051 -0.079
H 3.5273 0.2869 -0.9381 -0.555 -0.828 -0.168
H 1.9915 4.7899 -0.1310 0.462 -0.676 -0.140
H 3.2411 4.9008 -1.3346 0.350 0.603 -0.581
H 3.6964 4.1811 0.1845 -0.903 0.148 -0.600
H 1.3804 2.0472 -3.5751 0.729 0.313 0.312
H 3.1763 2.1935 -3.6248 0.003 0.206 -0.523
H 2.1043 3.6602 -3.4971 0.285 0.458 -0.283
H -0.7971 5.6834 0.6035 -0.678 -0.466 -0.412
H -2.2369 4.7804 1.1212 0.052 -0.485 0.205
H -2.3701 5.7548 -0.2898 0.247 0.246 0.154
H -0.0416 5.5669 -2.3486 -0.844 -0.693 -0.508
H -1.5815 5.0758 -3.2407 -0.096 0.223 0.199
H -0.1319 4.0543 -3.3296 -0.606 0.540 0.724
H -3.1802 2.3002 -0.5614 -0.211 1.104 -0.542
H -2.9818 2.3073 -2.2654 0.264 0.439 -0.188
H -3.6517 3.8542 -1.5594 0.379 -1.060 0.303
Br -5.6251 -5.1074 2.5037 0.229 0.097 -0.150
C -4.8743 -5.6559 0.8565 -0.457 0.473 -0.887
C -5.7339 -6.2955 -0.0713 0.260 -0.478 1.229
C -5.2261 -6.9802 -1.1704 -0.940 1.099 1.176
C -3.9077 -6.7859 -1.4953 0.599 -1.817 -1.072
C -3.0995 -6.0041 -0.7206 0.652 1.089 1.001
C -3.5613 -5.4148 0.4667 0.565 -0.189 0.147
I -2.0435 -4.3601 1.6894 -1.419 -1.043 -0.478
H -6.7845 -6.4241 0.2038 0.395 0.095 -0.038
H -5.9444 -7.6264 -1.6334 0.184 -0.247 -0.772
H -3.4357 -7.4240 -2.2673 -0.342 0.813 0.243
H -2.0708 -5.8463 -0.9913 0.350 -0.049 -0.183
```
Positions in Å, forces in eV/Å.

Atomic partial charges in e from the Mulliken method, atoms 1 to 4: 0.970, -1.382, 1.753, -1.714

In order of appearance, DFT total energy = -38865.701, -35428.814, -165422.962, -237649.761 eV.